{"formula": "C3H4N2O3", "method": "wB97M-V/def2-TZVPD", "max_force_ev_per_a": 7.95, "de_lowest_kcal_mol": 193.0, "total_charge": 0, "multiplicity": 1, "elements": ["C", "C", "C", "H", "H", "H", "H", "N", "N", "O", "O", "O"], "xyz": [[0.42393, -0.40024, 0.03540], [-0.85694, -1.02223, -0.27339], [-1.85808, 0.01478, -0.10578], [1.53838, -1.74962, 1.05451], [2.52941, -0.36496, -0.47030], [-1.29232, -2.01456, -0.24631], [0.95080, 2.80659, 0.21333], [1.64404, -1.13885, -0.07114], [0.32104, 0.91759, -0.36888], [-3.04707, -0.03894, 0.40045], [-1.10289, 1.24011, -0.66497], [0.74970, 1.75033, 0.49709]], "forces_ev_per_a": [[-3.241, -3.934, -4.326], [1.546, 1.745, 2.508], [-3.634, 0.897, 1.583], [1.816, 2.560, -4.425], [-3.094, -3.199, 2.684], [1.010, -0.253, 0.170], [-0.941, -4.600, -0.061], [0.572, 1.661, 3.265], [-1.982, -0.454, -4.033], [6.238, 1.012, -3.442], [-0.712, -1.992, 2.300], [2.422, 6.559, 3.775]]}

***

{"formula": "C10H34BNaO10", "method": "wB97M-V/def2-TZVPD", "max_force_ev_per_a": 4.73, "de_lowest_kcal_mol": 143.1, "total_charge": 0, "multiplicity": 1, "elements": ["Na", "B", "H", "H", "H", "H", "C", "C", "O", "O", "H", "H", "H", "H", "H", "H", "C", "C", "O", "O", "H", "H", "H", "H", "H", "H", "C", "C", "O", "O", "H", "H", "H", "H", "H", "H", "C", "C", "O", "O", "H", "H", "H", "H", "H", "H", "C", "C", "O", "O", "H", "H", "H", "H", "H", "H"], "xyz": [[3.17247, 2.67385, -3.06087], [-0.02194, 1.02596, -1.15714], [-0.68169, 0.38222, -0.59628], [0.47324, 0.35070, -1.83762], [-0.62781, 1.71720, -1.72226], [0.68520, 1.52657, -0.51404], [-4.24320, -6.14801, 1.59229], [-2.96816, -5.28264, 1.34654], [-2.16479, -5.88100, 0.29816], [-5.12516, -5.66167, 2.68324], [-3.95834, -7.19897, 1.64177], [-4.83790, -6.09824, 0.68017], [-2.31502, -5.20681, 2.21588], [-3.22020, -4.22409, 1.28279], [-2.44284, -5.54858, -0.55845], [-5.61999, -6.36568, 3.10882], [-1.10751, -2.31242, -6.49188], [-1.80150, -0.96795, -6.82418], [-1.15231, 0.12449, -6.09592], [-1.16067, -2.54189, -5.04751], [-0.06815, -2.24786, -6.81383], [-1.68418, -3.10817, -6.96342], [-2.86208, -1.07774, -6.59786], [-1.72919, -0.65805, -7.86669], [-1.28392, 0.12863, -5.14499], [-0.94038, -1.69767, -4.64706], [5.83726, -1.55054, -0.11356], [4.52476, -2.02236, 0.59433], [3.83133, -1.05792, 1.32942], [5.67012, -0.73274, -1.25996], [6.38003, -2.45272, -0.39563], [6.39443, -1.02190, 0.65987], [4.79501, -2.81751, 1.28917], [3.77867, -2.30849, -0.14701], [3.24677, -0.57969, 0.73681], [6.53539, -0.76944, -1.67416], [3.69726, 6.89880, 3.47258], [3.49059, 5.42648, 3.83865], [4.31848, 4.56909, 3.06351], [4.83096, 7.44190, 4.09551], [2.81703, 7.41783, 3.85193], [3.57690, 7.06733, 2.40244], [2.47061, 5.05570, 3.73731], [3.74654, 5.24466, 4.88245], [3.93010, 3.69117, 3.05952], [5.57669, 6.91559, 3.79803], [-4.67749, 2.66431, 1.71368], [-4.34497, 1.50080, 2.70476], [-2.96312, 1.32978, 2.94324], [-4.39800, 2.39898, 0.33585], [-4.03913, 3.52889, 1.89567], [-5.69862, 2.99461, 1.90423], [-4.86973, 0.61547, 2.34572], [-4.74178, 1.71004, 3.69817], [-2.51808, 1.08391, 2.12894], [-3.51207, 2.05561, 0.19866]], "forces_ev_per_a": [[-0.612, -0.425, 0.438], [0.118, 0.357, -0.237], [-2.557, -2.418, 2.498], [2.357, -2.754, -3.041], [-2.328, 2.978, -2.273], [2.963, 2.155, 2.698], [-0.666, 0.569, -0.014], [-0.017, -0.499, 0.969], [-0.816, 0.690, 0.763], [1.610, 0.018, -0.997], [0.092, 0.000, 0.697], [-0.070, 0.173, -0.209], [-0.007, -0.797, 0.229], [-0.263, 0.048, -1.117], [-0.124, 0.106, -0.035], [0.269, -0.300, -0.289], [-0.619, 1.124, 0.983], [0.735, 0.161, 1.119], [-0.222, -0.460, -0.975], [-0.152, -0.009, -1.506], [0.026, -0.349, -0.138], [0.380, -0.160, -0.003], [-0.078, 0.308, 0.319], [0.227, -0.304, -0.009], [-0.482, -0.218, 0.045], [0.226, -0.056, 0.281], [-0.838, -0.629, 1.342], [0.034, 0.573, -1.457], [0.325, 1.013, 0.821], [-0.237, 0.050, -0.005], [0.079, -0.156, 0.055], [0.275, 0.125, 0.029], [-0.046, -0.145, -0.216], [0.497, -1.042, -0.370], [-0.122, 0.071, 0.038], [-0.075, 0.251, -0.309], [-1.576, -0.816, 0.671], [-0.016, -0.565, 0.089], [0.513, 0.108, -0.596], [0.155, 0.113, -0.443], [0.115, 0.206, 0.462], [0.772, -0.179, -0.342], [-0.363, 0.617, -0.220], [0.038, 0.500, 0.297], [0.071, -0.022, 0.035], [0.275, 0.015, 0.027], [1.657, -0.087, 0.546], [-0.335, 1.118, -0.469], [-0.008, -0.154, -0.227], [-1.359, -0.541, -0.026], [0.005, 0.113, 0.935], [-0.200, -0.297, -0.728], [0.258, -0.375, -0.138], [-0.247, 0.274, -0.105], [0.144, -0.139, -0.145], [0.215, 0.061, 0.257]]}

***

{"formula": "C10H13N2", "method": "wB97M-V/def2-TZVPD", "max_force_ev_per_a": 3.12, "de_lowest_kcal_mol": 28.9, "smiles": "C[N+]1=CCC[C@H]1c1cccnc1", "total_charge": 1, "multiplicity": 1, "elements": ["C", "N", "C", "C", "C", "C", "C", "C", "C", "C", "N", "C", "H", "H", "H", "H", "H", "H", "H", "H", "H", "H", "H", "H", "H"], "xyz": [[0.97392, -2.34367, -0.41665], [0.67280, -1.31602, 0.58344], [1.44509, -1.01157, 1.60516], [0.76674, 0.01390, 2.46885], [-0.65126, 0.13500, 1.94593], [-0.59109, -0.59334, 0.58268], [-0.67752, 0.39113, -0.58787], [0.34709, 1.30785, -0.87157], [0.14667, 2.20260, -1.92295], [-1.02199, 2.09158, -2.73937], [-1.96247, 1.18201, -2.45314], [-1.78447, 0.32949, -1.45096], [1.94539, -2.85848, -0.18788], [0.95542, -1.89061, -1.42743], [0.20249, -3.11853, -0.35848], [2.45691, -1.39807, 1.75817], [0.74483, -0.21230, 3.55214], [1.29813, 1.01278, 2.39895], [-1.40543, -0.34745, 2.57687], [-0.92507, 1.15805, 1.79933], [-1.41091, -1.30763, 0.44270], [1.28553, 1.41228, -0.28651], [0.88200, 2.96443, -2.16008], [-1.21146, 2.71789, -3.59564], [-2.48134, -0.52132, -1.25567]], "forces_ev_per_a": [[0.558, -0.480, -0.331], [2.302, -0.422, 2.060], [-1.729, 0.521, -1.056], [0.762, 0.985, 1.050], [-0.207, -1.088, -0.614], [-1.316, 1.108, -0.904], [0.579, -0.517, -0.484], [-0.262, 0.723, -0.034], [-0.711, -0.237, -0.882], [0.540, -0.881, 2.044], [-0.012, -0.235, -0.584], [0.723, -0.230, 0.876], [-0.831, 0.837, -0.284], [0.138, -0.268, 0.607], [-0.029, 0.255, -0.037], [-0.451, -0.132, -0.267], [0.501, -0.209, -0.566], [-0.236, -1.161, -0.017], [0.352, 0.132, 0.063], [-0.277, 0.516, -0.037], [0.247, -0.053, 0.183], [-0.791, -0.274, -0.277], [-0.010, -0.159, 0.038], [0.083, 0.203, -0.027], [0.076, 1.068, -0.520]]}

***

{"formula": "C39H34ClKN12O8S3", "method": "wB97M-V/def2-TZVPD", "max_force_ev_per_a": 3.43, "energy_ha": -5020.2655, "total_charge": 0, "multiplicity": 1, "elements": ["K", "O", "C", "O", "C", "C", "C", "C", "C", "N", "C", "O", "O", "H", "H", "H", "H", "H", "C", "C", "C", "C", "C", "C", "N", "N", "C", "C", "C", "C", "C", "N", "H", "H", "H", "H", "H", "H", "H", "H", "H", "N", "C", "N", "C", "C", "S", "C", "C", "S", "C", "N", "N", "H", "H", "H", "H", "H", "H", "O", "C", "O", "C", "C", "Cl", "N", "N", "C", "C", "O", "O", "C", "C", "C", "C", "C", "C", "H", "H", "H", "H", "H", "H", "S", "C", "N", "C", "C", "C", "N", "H", "H", "H", "H", "H", "H", "H", "H"], "xyz": [[11.21215, 15.46014, 10.62771], [10.77410, 10.98498, 8.19221], [10.66802, 12.28343, 8.57283], [11.30450, 12.80980, 9.42958], [9.49939, 12.99522, 7.88677], [8.97795, 12.72788, 6.58632], [8.03082, 13.60706, 6.05234], [7.52695, 14.65184, 6.79650], [8.06843, 14.83935, 8.06089], [9.03963, 14.07308, 8.57570], [7.53391, 16.00214, 8.92731], [6.59129, 16.76914, 8.23663], [8.65475, 16.81427, 9.35645], [11.39587, 10.54275, 8.85246], [9.38274, 11.85624, 5.97125], [7.66620, 13.43417, 5.05034], [6.77732, 15.28614, 6.44944], [6.33270, 17.52478, 8.75159], [6.85198, 8.90160, 10.83814], [7.72398, 7.89115, 11.33486], [8.72550, 8.10544, 12.22924], [8.75032, 9.45781, 12.75580], [7.85454, 10.46236, 12.38368], [6.93433, 10.14150, 11.39421], [9.78364, 9.95728, 13.62340], [10.95130, 9.62044, 13.28435], [12.00498, 10.29640, 14.07564], [13.03554, 9.49385, 14.56111], [14.21321, 10.18147, 14.83149], [14.14952, 11.54803, 14.99803], [13.05854, 12.22134, 14.58346], [11.94345, 11.63790, 14.15130], [6.03674, 8.55696, 10.14737], [7.79525, 6.94234, 10.83740], [9.47900, 7.34284, 12.38849], [7.91604, 11.51309, 12.86374], [6.15802, 10.82326, 11.14303], [12.93156, 8.40764, 14.50968], [15.01716, 9.58134, 15.15252], [14.98693, 12.11323, 15.25094], [13.02336, 13.32777, 14.49611], [7.23278, 14.26944, 10.84444], [7.18108, 15.56944, 10.42853], [8.38456, 16.41804, 10.78929], [7.97277, 17.53608, 11.58419], [6.68821, 17.54405, 11.98258], [5.65489, 16.28378, 11.22297], [9.01978, 18.51863, 11.92058], [8.85848, 19.74427, 12.38313], [10.32380, 20.51768, 12.71539], [11.16755, 19.11461, 12.24322], [10.35570, 18.14085, 11.85348], [12.51294, 19.03891, 12.07741], [7.03068, 14.22842, 11.86501], [8.17191, 13.89049, 10.64371], [6.32971, 18.11790, 12.86449], [7.96256, 20.32637, 12.49863], [13.06368, 19.52372, 12.79228], [12.94652, 18.20709, 11.66166], [16.40227, 15.23540, 14.71560], [16.34531, 14.02444, 14.26955], [16.86155, 13.08828, 14.85052], [15.64216, 13.83209, 12.91395], [15.61888, 12.57590, 12.24114], [16.61067, 11.22531, 12.46644], [14.81197, 12.74884, 11.19873], [14.33804, 14.04916, 11.02527], [14.87896, 14.69493, 12.10015], [14.43856, 16.16905, 12.22586], [13.61315, 16.56564, 11.35969], [14.94017, 16.87924, 13.13915], [14.32104, 11.65063, 10.35812], [14.63167, 11.68395, 8.94759], [14.33923, 10.60156, 8.17310], [13.72120, 9.49273, 8.76257], [13.55358, 9.42222, 10.15924], [13.81755, 10.52495, 10.96380], [15.88318, 15.89265, 14.07822], [15.13320, 12.56441, 8.64970], [14.52384, 10.71527, 7.13123], [13.39817, 8.69520, 8.02550], [13.13806, 8.54032, 10.58316], [13.51631, 10.53860, 12.07620], [9.40351, 14.38012, 13.41368], [10.36709, 15.16775, 14.54078], [10.80570, 16.41027, 14.37586], [11.78506, 17.08260, 15.26030], [12.63473, 16.07529, 16.01002], [11.56232, 15.17552, 16.63768], [10.82633, 14.52596, 15.60418], [10.41283, 16.86998, 13.57559], [11.16802, 17.57117, 16.03703], [12.32275, 17.72763, 14.56158], [13.13757, 16.57872, 16.84484], [13.43899, 15.51413, 15.53444], [10.91409, 15.83934, 17.23994], [12.09806, 14.39123, 17.18796], [10.72836, 13.54876, 15.63804]], "forces_ev_per_a": [[0.013, -0.053, 0.153], [0.870, 0.224, 1.253], [-1.697, -0.768, -0.603], [0.668, 0.150, 0.408], [-0.876, 1.426, -1.101], [1.276, -0.871, 0.288], [0.223, -0.818, -0.052], [1.369, -1.093, 0.791], [-0.406, 0.202, 0.086], [0.071, -0.345, -0.358], [0.193, -0.336, 0.005], [0.844, -1.633, -0.525], [-1.194, -0.604, 1.142], [-0.662, 0.665, -1.121], [-0.668, 1.337, 1.028], [-0.022, -0.033, -0.081], [-1.024, 0.930, -0.574], [-0.116, 0.475, 0.683], [-0.109, -2.402, 0.381], [-0.079, -0.021, -1.635], [-0.170, 2.906, 0.573], [1.003, -0.566, 0.002], [0.570, 0.452, 0.770], [-0.899, 0.444, 0.191], [1.809, -0.432, -0.512], [-1.448, 0.849, 1.266], [-1.585, 0.051, -0.005], [0.038, 0.593, -1.478], [-1.684, -0.901, 1.701], [0.968, -0.605, -0.763], [-1.869, 1.633, -0.416], [0.179, -1.633, -0.806], [0.980, 0.813, 0.594], [-0.638, -0.473, -0.183], [-0.049, 0.327, 0.491], [-0.004, -2.011, -0.830], [-0.250, 0.859, -0.321], [0.260, 0.388, -0.043], [1.288, -0.198, 0.178], [1.409, 0.513, 0.530], [0.213, -0.720, 0.465], [0.521, -1.994, 0.786], [0.411, 2.496, -0.555], [-0.404, 0.843, 0.022], [0.298, 0.123, -0.241], [0.060, -0.365, 0.444], [0.989, 0.901, -0.011], [0.860, -1.776, -0.037], [-1.525, 1.917, 0.452], [0.574, 1.002, 0.501], [-0.090, -1.658, -1.377], [0.341, -0.177, -0.109], [0.056, 1.126, 1.148], [0.366, -0.129, -1.085], [-0.653, -0.014, 0.258], [0.115, -0.314, -1.064], [-0.280, -0.140, 0.068], [-0.124, -0.355, -0.729], [-0.102, -0.341, 0.336], [-0.993, 2.072, -0.534], [0.235, -1.156, -1.615], [-0.365, 0.359, -0.199], [0.825, -1.010, 0.708], [0.019, 2.457, 0.993], [-0.197, -0.261, 0.034], [-1.541, -0.382, -2.034], [1.370, -1.341, 2.149], [-1.440, -0.084, -1.244], [0.097, 0.396, -0.335], [0.316, -0.378, 0.562], [0.079, -1.023, 0.066], [1.667, 0.834, -1.179], [-0.443, -0.019, 3.406], [-0.706, 0.333, 0.564], [0.070, -0.852, -0.730], [-0.398, 0.295, -1.508], [-0.814, 0.254, 1.551], [0.531, -0.430, 0.791], [0.354, 0.723, -0.769], [0.039, -0.470, -0.733], [0.434, 0.634, 1.453], [-0.331, -0.549, 0.339], [0.833, -0.128, -1.942], [-0.349, -0.031, -0.432], [0.365, -0.336, -0.557], [-0.024, -0.146, 0.396], [-0.467, -0.200, -0.954], [-0.421, 0.323, 1.135], [1.525, -0.022, 0.227], [-0.170, 0.198, 0.566], [0.179, 0.479, -0.298], [0.702, 0.590, -0.474], [0.124, 0.328, 0.648], [-0.087, 0.188, -0.204], [-0.390, 0.080, -0.697], [0.237, -0.726, 0.211], [-0.616, 0.286, 0.411], [-0.457, -1.153, -0.153]]}

***

Which value of multiplicity does entry 3 give? 1